1.
This record from OMol25 describes C42H105N7O14 as an isolated structure. The level of theory is ωB97M-V/def2-TZVPD.

Cartesian coordinates (Å):
C  -2.13972  2.59133  -4.66380
O  -1.55776  3.38921  -3.69163
C  -0.33625  2.91341  -3.16730
C  -0.13368  3.80747  -1.98438
N  1.19714  3.48758  -1.36101
C  1.27354  4.26454  -0.16277
C  2.72200  4.15426  0.40000
O  3.03658  2.82154  0.88880
C  4.37725  2.82266  1.44345
H  -2.44880  1.73141  -4.06956
H  -1.38178  2.23233  -5.36004
H  -2.99622  3.16592  -5.01643
H  0.54204  3.08018  -3.79091
H  -0.42016  1.83341  -3.04629
H  -0.93048  3.56019  -1.28291
H  -0.01492  4.86127  -2.23639
H  1.23854  2.50603  -1.12656
H  0.60997  3.82032  0.57915
H  0.96350  5.30077  -0.29770
H  2.91376  4.97841  1.08709
H  3.42754  4.36009  -0.40495
H  5.14451  3.21943  0.77863
H  4.64174  1.82027  1.78016
H  4.49086  3.37547  2.37596
C  -6.04996  1.22457  0.06853
O  -6.42253  0.32419  0.96862
C  -6.32993  -1.08365  0.62716
C  -7.02104  -1.82407  1.85582
N  -6.65457  -3.21469  2.00380
C  -7.50927  -3.77441  3.00311
C  -6.95407  -5.19886  3.25402
O  -7.53688  -6.17425  2.45253
C  -6.73199  -7.42432  2.66213
H  -4.96547  1.31099  0.00139
H  -6.53241  2.14218  0.40517
H  -6.41167  1.05844  -0.94619
H  -5.28241  -1.19760  0.90612
H  -6.59656  -1.45036  -0.36407
H  -8.07815  -1.68195  1.63129
H  -6.77792  -1.34090  2.80216
H  -6.84557  -3.64579  1.11062
H  -8.58271  -3.73446  2.81805
H  -7.33469  -3.22021  3.92533
H  -7.36231  -5.44771  4.23356
H  -5.86871  -5.15761  3.34549
H  -5.68691  -7.44689  2.35330
H  -7.28967  -8.31918  2.38590
H  -6.70014  -7.60535  3.73653
C  3.84027  7.58710  0.44369
O  3.03421  6.83535  1.32655
C  3.69715  6.79046  2.58962
C  2.84110  5.98882  3.60807
N  2.57102  4.61742  3.18012
C  1.39085  3.99209  3.83280
C  1.29501  2.57650  3.46025
O  0.55322  2.53414  2.26121
C  0.47408  1.17265  1.70488
H  4.84428  7.16276  0.44812
H  3.93335  8.53971  0.96519
H  3.54127  7.69692  -0.59873
H  3.86227  7.72622  3.12367
H  4.66153  6.30401  2.44324
H  1.85872  6.46036  3.58214
H  3.19994  5.85838  4.62901
H  2.52967  4.45945  2.18341
H  0.44038  4.50877  3.69954
H  1.54836  4.08258  4.90756
H  0.78369  2.11868  4.30705
H  2.29570  2.18798  3.27111
H  -0.32129  0.52866  2.08006
H  1.39443  0.59338  1.77900
H  0.23763  1.33348  0.65306
C  2.71610  0.70383  -1.78758
O  1.30308  0.76889  -1.91150
C  0.53119  0.32066  -0.78811
C  -0.63030  1.27989  -0.57088
N  -1.28503  0.92080  0.63048
C  -2.28121  -0.09773  0.47777
C  -3.35193  0.29612  1.40647
O  -3.71368  1.71135  1.42043
C  -4.50989  2.02451  2.56941
H  3.13961  -0.14755  -2.32040
H  3.08183  0.66783  -0.76140
H  3.14282  1.54743  -2.33011
H  1.10366  0.25902  0.13742
H  0.26719  -0.72005  -0.97602
H  -1.04047  1.35504  -1.57796
H  -0.20778  2.28105  -0.48556
H  -1.89162  1.68334  0.89635
H  -1.88149  -1.10947  0.54639
H  -2.65950  -0.01627  -0.54123
H  -3.15027  -0.11169  2.39698
H  -4.27513  -0.24338  1.19492
H  -5.54495  1.81980  2.29586
H  -4.47878  3.10154  2.73414
H  -4.29247  1.50889  3.50481
C  0.12754  0.41531  5.51429
O  1.20137  -0.19170  4.84569
C  0.89454  -0.68325  3.52881
C  2.06276  -1.32414  2.86850
N  2.93530  -0.43759  2.15876
C  4.00547  -1.14375  1.40837
C  4.72442  -0.17416  0.37887
O  5.21144  1.03371  1.02111
C  6.24372  1.73051  0.35258
H  -0.78479  -0.01413  5.10037
H  0.29147  1.48707  5.40218
H  0.10356  0.24713  6.59097
H  0.45525  0.02395  2.82526
H  0.18416  -1.50961  3.55321
H  1.65496  -2.01216  2.12794
H  2.71700  -1.87359  3.54538
H  3.43881  0.13588  2.82036
H  3.48221  -1.78616  0.70013
H  4.67467  -1.63375  2.11559
H  4.11081  0.22701  -0.42775
H  5.44288  -0.76147  -0.19295
H  7.06481  1.10081  0.00994
H  6.72949  2.45559  1.00556
H  5.88343  2.09272  -0.61028
C  2.49217  -2.83568  -1.37114
O  2.47277  -2.77420  -2.82625
C  2.49782  -1.52205  -3.42936
C  3.92222  -0.98269  -3.43269
N  4.41938  -0.12872  -4.54816
C  4.11049  -0.45227  -5.95310
C  4.61744  -1.76905  -6.45234
O  5.93516  -1.98471  -6.09899
C  6.27367  -3.33842  -6.49488
H  1.56037  -2.42850  -0.97867
H  3.36725  -2.26922  -1.05264
H  2.56033  -3.88065  -1.06864
H  1.93110  -0.78704  -2.85778
H  2.07772  -1.44532  -4.43221
H  4.55116  -1.87228  -3.39845
H  3.98456  -0.48100  -2.46703
H  5.42236  -0.20166  -4.64205
H  4.60007  0.32064  -6.54555
H  3.06048  -0.30768  -6.20745
H  4.41933  -1.80694  -7.52352
H  3.92290  -2.40522  -5.90371
H  7.26762  -3.36864  -6.04853
H  6.32270  -3.45206  -7.57784
H  5.79205  -4.07593  -5.85284
C  -5.07776  -4.36968  1.17651
O  -3.72245  -3.95936  1.19792
C  -3.59360  -2.59034  0.60583
C  -3.42802  -2.48298  -0.91480
N  -2.09303  -2.82183  -1.44617
C  -1.60118  -4.14696  -1.05017
C  -0.39379  -4.51144  -1.98444
O  -0.96876  -4.90423  -3.25324
C  -0.13512  -4.83883  -4.31739
H  -5.61283  -3.68445  1.83396
H  -5.13376  -5.41782  1.47037
H  -5.55134  -4.29998  0.19724
H  -2.75204  -2.09323  1.08830
H  -4.41153  -1.90292  0.82158
H  -3.72624  -1.44439  -1.05796
H  -4.22707  -3.02078  -1.42509
H  -2.07405  -2.82584  -2.45598
H  -2.37660  -4.88081  -1.26991
H  -1.50652  -4.07747  0.03349
H  0.10457  -5.44254  -1.71463
H  0.34435  -3.71111  -1.93231
H  0.84600  -5.29014  -4.16961
H  0.06682  -3.84696  -4.72176
H  -0.70393  -5.26620  -5.14316

LUMO: 0.61 eV
max |F|: 11.10 eV/Å
highest occupied orbital energy: -6.7 eV

Here are the Löwdin charges for atoms 1 to 5, given in e:
1 C -0.1121
2 O -0.2015
3 C -0.2352
4 C -0.1745
5 N -0.0494

=====

2.
This record from OMol25 describes C22H37InNO4S as an isolated structure. The level of theory is ωB97M-V/def2-TZVPD.

Cartesian coordinates (Å):
C  -6.99722  4.33151  2.39260
C  -6.41036  4.06730  0.98925
C  -5.10761  4.84433  0.78106
C  -4.32280  4.38366  -0.47529
C  -2.84203  4.14197  -0.17663
C  -2.17435  3.40563  -1.34254
C  -0.68692  3.14772  -1.04930
C  -0.03228  2.26655  -2.13939
C  0.89756  1.16670  -1.58119
C  0.94249  -0.06332  -2.52948
C  0.67487  -1.43619  -1.91249
C  1.74290  -1.94134  -0.88222
C  3.06483  -2.07343  -1.62549
C  4.10745  -2.57513  -0.69985
C  4.87802  -1.64312  0.01097
C  5.87339  -2.06173  0.85947
C  6.16578  -3.47475  1.06504
C  5.43368  -4.42379  0.40413
C  4.43183  -4.00951  -0.47747
O  1.84252  -1.12165  0.28392
S  0.61895  -1.38465  1.26834
O  1.04687  -1.55498  2.60115
O  -0.48942  -0.53015  1.07973
O  0.19525  -2.82122  0.58849
C  1.15207  -3.23061  -0.32766
N  2.12037  -4.17488  0.24916
C  1.58076  -5.19133  1.19797
C  1.75847  -4.81656  2.67849
H  -6.55980  5.27849  2.77418
H  -8.07076  4.47215  2.35415
H  -6.73649  3.52669  3.08282
H  -7.14174  4.32945  0.23243
H  -6.19061  3.00623  0.89514
H  -5.35423  5.90156  0.67958
H  -4.45113  4.69757  1.65210
H  -4.76266  3.46876  -0.86776
H  -4.43833  5.16321  -1.22336
H  -2.73362  3.52634  0.71836
H  -2.29963  5.07823  -0.04984
H  -2.65117  2.44950  -1.55658
H  -2.19535  4.02407  -2.23957
H  -0.61320  2.68942  -0.06074
H  -0.13265  4.08414  -1.01024
H  0.57026  2.87752  -2.80775
H  -0.83890  1.83266  -2.73027
H  0.59233  0.92542  -0.57040
H  1.91132  1.56457  -1.52903
H  1.85168  -0.05735  -3.13123
H  0.14047  0.08902  -3.24930
H  -0.32590  -1.45781  -1.48626
H  0.70662  -2.17745  -2.71341
H  3.37903  -1.10069  -2.00206
H  2.97584  -2.70711  -2.50790
H  4.72003  -0.58211  -0.11339
H  6.50386  -1.37014  1.40006
H  6.96058  -3.79124  1.72646
H  5.61524  -5.48177  0.51187
H  3.90882  -4.76410  -1.03470
H  0.63955  -3.77216  -1.13116
H  2.40915  -4.72523  -0.54354
H  2.16234  -6.08955  1.00704
H  0.55021  -5.44298  0.93601
H  2.16416  -5.67840  3.19909
H  0.81612  -4.58815  3.16141
H  2.45766  -3.99405  2.77928
In  -5.00417  5.56825  4.21773

LUMO: -13.72 eV
max |F|: 2.55 eV/Å
net charge: +3
highest occupied orbital energy: -16.5 eV

Here are the Löwdin charges for atoms 1 to 5, given in e:
1 C -0.1589
2 C -0.2283
3 C -0.2388
4 C -0.1884
5 C -0.2144

=====

3.
This record from OMol25 describes C16H13AuN4OS as an isolated structure. The level of theory is ωB97M-V/def2-TZVPD.

Cartesian coordinates (Å):
Au  -0.43927  0.12687  0.12603
C  4.64935  -2.54455  -0.63144
C  4.79782  -1.39924  -1.40941
C  3.87040  -0.38007  -1.32789
C  2.78351  -0.52559  -0.46751
C  2.62171  -1.66969  0.30423
C  3.56771  -2.67801  0.22672
N  1.79535  0.48382  -0.33747
N  2.11655  1.63001  -0.67399
C  1.09729  2.60713  -0.52988
C  1.43066  3.92343  -0.77563
C  0.44269  4.88800  -0.63310
C  -0.83167  4.49959  -0.25610
C  -1.08557  3.15421  -0.03300
N  -0.13392  2.23482  -0.16977
H  5.38165  -3.33775  -0.69934
H  5.63854  -1.30719  -2.08293
H  3.96450  0.51342  -1.92823
H  1.77918  -1.75143  0.97817
H  3.45882  -3.56582  0.83385
H  2.44306  4.16334  -1.06648
H  0.66744  5.92971  -0.81587
H  -1.62691  5.22086  -0.13796
H  -2.06271  2.78964  0.25646
O  -2.52946  0.32720  0.61898
N  -3.18989  -0.83109  0.77244
C  -4.51161  -0.71807  1.04223
C  -5.28261  -1.82714  1.23133
C  -4.68574  -3.08663  1.14106
C  -3.34615  -3.17786  0.86333
C  -2.57332  -2.02540  0.67071
S  -0.88254  -2.13994  0.30431
H  -4.86983  0.29807  1.09090
H  -6.33383  -1.70895  1.44597
H  -5.27273  -3.98233  1.28759
H  -2.84845  -4.13339  0.78169

LUMO (alpha / beta): -4.51 / -4.49 eV
⟨S²⟩: 0.7556
max |F|: 0.08 eV/Å
spin multiplicity: 2
net charge: +1
highest occupied orbital energy (alpha / beta): -11.2 / -11.5 eV

Here are the Löwdin charges for atoms 1 to 5, given in e:
1 Au 0.8723
2 C -0.0504
3 C -0.0545
4 C -0.0117
5 C -0.2518

=====

4.
This record from OMol25 describes one molecule with the formula C23H19N3OS. The level of theory is ωB97M-V/def2-TZVPD.

Cartesian coordinates (Å):
O  -4.16088  -2.86926  -3.93126
C  -3.02168  -2.49839  -3.69258
C  -2.63288  -1.85422  -2.43084
C  -3.39971  -1.98348  -1.21452
C  -2.99754  -1.29317  -0.04594
C  -1.83534  -0.55338  -0.06372
C  -1.41870  0.13901  1.16393
C  -1.03002  1.44977  1.34585
C  -0.92872  2.55094  0.31843
C  0.45119  2.76635  -0.26259
C  0.53987  3.03618  -1.63311
C  1.78495  3.24245  -2.23605
C  2.94446  3.17152  -1.46257
C  2.83498  2.88529  -0.09093
C  1.61882  2.73406  0.52178
N  -0.65774  1.59972  2.66830
N  -0.86771  0.52062  3.32243
N  -1.29159  -0.42825  2.40886
C  -1.40071  -1.84780  2.79404
S  0.14843  -2.54908  3.45786
C  1.27802  -1.98573  2.22070
C  2.13163  -0.95247  2.49236
C  3.02239  -0.48821  1.53508
C  3.09665  -1.12319  0.29010
C  2.15340  -2.13789  -0.03024
C  1.25815  -2.55889  0.94950
C  -1.04326  -0.45326  -1.22170
C  -1.42987  -1.12742  -2.39773
H  -2.34220  -2.57029  -4.52555
H  -4.33060  -2.55845  -1.25731
H  -3.61322  -1.31186  0.81031
H  -1.57534  2.30038  -0.52176
H  -1.28710  3.51314  0.72250
H  -0.33974  3.09716  -2.23820
H  1.81105  3.53127  -3.31559
H  3.90014  3.39052  -1.89985
H  3.73070  2.74860  0.49722
H  1.54091  2.54789  1.58871
H  -1.71516  -2.41032  1.90339
H  -2.22849  -2.00580  3.50574
H  2.03485  -0.43953  3.44431
H  3.66912  0.37530  1.78088
H  3.83132  -0.77717  -0.44400
H  2.14900  -2.56846  -1.01586
H  0.49553  -3.28995  0.70384
H  -0.10194  0.10248  -1.25993
H  -0.77546  -1.06674  -3.25431

LUMO: -0.49 eV
SMILES: O=Cc1ccc(-c2c(Cc3ccccc3)nnn2CSc2ccccc2)cc1
max |F|: 2.88 eV/Å
highest occupied orbital energy: -8.9 eV

Here are the Löwdin charges for atoms 1 to 5, given in e:
1 O 0.0442
2 C -0.2185
3 C -0.1731
4 C 0.0351
5 C -0.0213